Formula: C25H38I2N2NaO3S3Sb
Source: the Open Molecules 2025 dataset
Level of theory: the ωB97M-V functional and the def2-TZVPD basis

The total charge is 0. Its HOMO-LUMO gap is 6.837 eV. The total energy is -3503.0725 Eh. As for the energy above the lowest of the compared OMol25 structures with the same formula, charge and spin: 1.14 kcal/mol.

Positions of all 75 atoms, in Å:
Na (-0.453, -0.237, -0.102)
I (2.813, 4.698, -5.291)
C (2.337, 3.086, -4.056)
C (2.584, 1.792, -4.482)
C (2.223, 0.745, -3.655)
I (2.686, -1.205, -4.246)
C (1.571, 0.899, -2.397)
O (1.151, -0.098, -1.726)
C (1.454, 2.258, -1.960)
C (1.060, 2.581, -0.541)
N (-0.256, 2.088, -0.143)
C (-0.775, 2.769, 1.020)
C (-1.988, 2.086, 1.597)
C (-2.929, 2.811, 2.326)
C (-4.025, 2.150, 2.852)
C (-4.162, 0.790, 2.619)
C (-3.182, 0.154, 1.876)
N (-2.110, 0.778, 1.391)
C (1.806, 3.308, -2.795)
H (3.048, 1.598, -5.438)
H (1.137, 3.671, -0.412)
H (1.794, 2.133, 0.145)
H (-0.913, 2.121, -0.920)
H (-1.019, 3.827, 0.833)
H (0.011, 2.764, 1.785)
H (-2.801, 3.876, 2.463)
H (-4.769, 2.691, 3.422)
H (-5.012, 0.236, 2.991)
H (-3.252, -0.903, 1.645)
H (1.678, 4.324, -2.440)
C (0.433, -4.065, 1.534)
C (1.893, -3.638, 1.446)
S (2.141, -2.258, 0.300)
C (3.172, -1.126, 1.272)
C (2.632, -0.682, 2.632)
S (1.013, 0.130, 2.525)
C (0.036, -0.751, 3.768)
C (-0.128, -2.260, 3.595)
S (-0.758, -2.772, 1.970)
H (0.333, -4.898, 2.233)
H (0.091, -4.423, 0.561)
H (2.478, -4.498, 1.112)
H (2.273, -3.366, 2.430)
H (3.277, -0.262, 0.612)
H (4.168, -1.552, 1.404)
H (3.346, 0.011, 3.079)
H (2.551, -1.527, 3.317)
H (-0.940, -0.264, 3.715)
H (0.440, -0.549, 4.762)
H (-0.813, -2.619, 4.365)
H (0.821, -2.769, 3.762)
C (0.011, -3.914, -3.688)
C (-0.164, -2.836, -2.632)
Sb (-1.595, -1.337, -3.137)
C (-1.022, -0.030, -4.721)
C (-0.726, -0.668, -6.070)
C (-3.316, -2.353, -3.855)
C (-4.187, -1.520, -4.786)
H (0.773, -4.630, -3.375)
H (0.345, -3.488, -4.636)
H (-0.909, -4.472, -3.870)
H (0.768, -2.311, -2.416)
H (-0.555, -3.236, -1.690)
H (-0.171, 0.521, -4.325)
H (-1.871, 0.656, -4.767)
H (0.080, -1.400, -5.999)
H (-0.401, 0.095, -6.779)
H (-1.600, -1.162, -6.497)
H (-3.861, -2.627, -2.951)
H (-2.975, -3.273, -4.332)
H (-4.462, -0.569, -4.329)
H (-5.112, -2.047, -5.027)
H (-3.679, -1.302, -5.727)
O (-2.243, -1.072, -1.247)
O (-2.045, 0.273, -1.990)

These are the Mulliken partial charges, in e, on atoms 1 to 5: number 1, Na, carries 0.826; number 2, I, carries 0.022; number 3, C, carries -0.642; number 4, C, carries -0.185; number 5, C, carries -0.284